34
Properties=species:S:1:pos:R:3:forces:R:3 method="wB97M-V/def2-TZVPD" fmax_ev_per_a=10.3 lumo_energy_ev=0.4 energy_ev=-18860.729 total_charge=0 relative_energy_kcal_mol=98.3 multiplicity=1 e_homo_ev=-8.846
C -1.085428 -2.927092 -0.479392 0.974 0.157 2.510
C -1.495269 -1.739979 -0.002456 -0.303 -2.397 -1.905
C -0.967464 -1.043891 1.107087 0.895 1.291 0.065
C -0.129694 -0.014230 1.042554 -0.340 -1.391 1.051
C 0.740651 0.182734 2.227692 0.779 4.288 0.421
C 1.112800 -0.968158 3.082495 1.142 -3.230 -3.638
H -0.383291 -3.621532 0.071153 -0.582 1.067 -0.799
H -1.490406 -3.248329 -1.388756 -0.571 -0.734 -1.077
H -2.293028 -1.380531 -0.592504 -0.780 1.161 -0.603
H -1.124715 -1.417883 2.071904 -0.145 -0.977 1.272
H 0.046735 0.555855 0.166912 0.217 -0.095 -0.543
H 1.659938 0.700112 1.850260 -0.170 -0.938 -0.005
H 0.429676 1.100230 2.836583 -0.294 -1.239 -0.248
H 0.455959 -1.382716 3.781246 -1.835 -0.487 0.586
H 1.942129 -0.773504 3.687664 1.729 0.467 0.531
H 1.398963 -1.909813 2.248029 -0.624 2.447 2.667
O 1.770221 1.736182 -1.502128 -0.575 3.920 -0.916
H 2.233753 2.225071 -2.218314 -0.579 -0.339 0.831
H 2.126129 0.889371 -1.533972 1.081 -3.386 0.053
O -1.224467 1.253619 -2.861331 -0.238 -0.226 -0.733
H -1.796548 1.053724 -2.128531 -0.753 -0.235 0.401
H -0.596090 1.798357 -2.406798 0.696 0.855 0.164
O -2.033849 2.324353 2.415384 -3.258 0.240 0.224
H -2.748814 2.204891 1.736903 0.688 0.192 1.197
H -1.304981 2.195069 1.871906 2.518 -0.384 -1.479
O 0.075602 -1.010267 -2.829348 3.268 -9.805 -0.044
H -0.186967 -0.204831 -2.835922 -3.409 8.533 -0.807
H -0.187311 -1.546732 -3.587279 -0.139 0.767 0.203
O -0.608437 2.516982 -0.455354 -2.704 0.571 0.817
H 0.213957 2.134041 -0.686322 2.137 0.282 -0.459
H -0.620226 3.476592 -0.422587 0.602 -0.122 -0.159
O 2.225454 -0.822473 -1.531378 3.952 2.144 0.907
H 1.530890 -1.113710 -2.043703 -3.078 -1.493 -1.559
H 2.314128 -1.221511 -0.691698 -0.301 -0.907 1.071